18
Properties=species:S:1:pos:R:3 method="wB97M-V/def2-TZVPD" orbital_gap_ev=10.054 e_above_lowest_ev=1.0831 molar_mass_da=271.94 smiles="C=C(Br)C1(CBr)OCCO1"
C 0.8636 0.0117 2.1864
C -0.3735 0.0596 1.6803
Br -1.8981 0.5216 2.6583
C -0.5963 -0.3764 0.0023
C -1.6456 -1.4325 0.0492
Br -0.9395 -3.0882 0.7914
O 0.6264 -0.8476 -0.4940
C 1.0578 -0.0075 -1.5271
C 0.0472 1.1734 -1.4817
O -1.0784 0.6701 -0.7494
H 1.0744 0.6239 3.0690
H 1.7234 -0.3768 1.6514
H -2.0993 -1.6051 -0.9476
H -2.4188 -1.1471 0.7595
H 1.1125 -0.7061 -2.4754
H 2.2117 0.2424 -1.2989
H 0.4354 2.0581 -1.1100
H -0.3119 1.5566 -2.5739

22
Properties=species:S:1:pos:R:3 method="wB97M-V/def2-TZVPD" orbital_gap_ev=3.620 e_above_lowest_ev=2.1759 molar_mass_da=223.14 charge=-1
Li 0.9633 2.3721 0.1795
O -0.4218 0.9605 0.1370
O 1.3315 0.9722 -1.2573
C 2.5328 0.2287 -1.3662
C 2.3553 -0.9499 -0.3955
O 1.0744 -0.7611 0.1692
C 0.3004 0.0934 -0.7178
H 2.6677 -0.1164 -2.4010
H 3.3662 0.8705 -1.0524
H 3.1034 -0.9217 0.4087
H 2.3939 -1.9184 -0.9128
Ca 0.6633 0.3949 2.2267
O -0.7712 -1.0253 2.4766
O -0.5017 -0.5205 -1.5034
C -1.9837 0.6711 -0.3653
C -2.6137 -0.0244 0.8317
O -2.3576 -1.4217 0.9770
C -1.4667 -1.9041 1.9091
H -2.6384 1.5651 -0.3862
H -1.9637 0.8435 -1.4485
H -3.7046 0.0803 0.7445
H -2.3289 0.5112 1.7462

21
Properties=species:S:1:pos:R:3 method="wB97M-V/def2-TZVPD" orbital_gap_ev=8.921 e_above_lowest_ev=0.0000 molar_mass_da=236.04 charge=+1
H 3.6819 0.2912 -1.5964
N 3.0078 0.2974 -0.9199
C 1.9696 0.8488 -1.3370
C 0.7416 0.8797 -0.4790
C -0.4064 -0.0531 -0.9178
Cl 0.1847 -1.6543 -1.5172
N -1.3094 -0.3359 0.2082
C -0.8251 -1.2771 1.1927
C -2.5520 -0.0722 0.2336
Cl -3.3009 0.9059 -0.8638
C 0.1727 2.3176 -0.2052
F 1.1594 3.1722 -0.1558
F -0.7484 2.6966 -1.0703
F -0.4790 2.3035 1.0129
H 1.7835 1.1734 -2.3203
H 1.0837 0.5335 0.4754
H -0.9845 0.6272 -1.7011
H -0.0660 -1.9214 0.7371
H -1.6092 -2.0358 1.4629
H -0.4008 -0.8745 2.1171
H -3.1755 -0.5505 1.1101

19
Properties=species:S:1:pos:R:3 method="wB97M-V/def2-TZVPD" orbital_gap_ev="7.025 / 7.026" e_above_lowest_ev=3.8361 molar_mass_da=227.19
C -0.8907 -3.2962 -0.3728
C -1.0662 -1.9914 -0.7852
C -1.8704 -3.7518 0.4293
C -2.1829 -1.3818 -0.2400
C -0.0050 3.8315 0.0819
C -0.3088 2.6523 1.1036
O -0.1586 1.4096 0.6180
Si -2.5610 0.3776 -0.2682
S -3.0838 -2.5705 0.7008
Cl -3.9304 1.1954 0.9350
Cl -2.2388 1.0010 -2.1565
H 0.0718 -3.8293 -0.5528
H -0.2840 -1.3907 -1.3688
H -2.1347 -4.8106 0.7682
H 1.1232 3.8614 0.0007
H -0.3124 3.5263 -0.9132
H -0.5037 4.7772 0.1593
H -1.4273 2.6814 1.3394
H 0.3489 2.7196 1.9678